The following is a DFT calculation (the ωB97M-V functional and the def2-TZVPD basis) of a single C7H10 molecule.

Values from the calculation:
Lowest unoccupied orbital energy in eV: 1.21
SMILES: C1C[C@H]2[C@@H]1[C@H]1C[C@@H]21
Total charge: 0
HOMO in eV: -8.0

Structure (XYZ):
```
17
Properties=species:S:1:pos:R:3:forces:R:3
C 1.28974 -0.42043 1.08796 0.00 0.05 0.34
C 1.18366 0.74284 0.18168 -0.14 0.48 0.23
C 1.27398 -0.76054 -0.35468 -0.01 0.85 -0.03
C -0.14401 -0.62145 -0.94867 0.01 0.14 -0.21
C -1.41290 -0.77035 -0.04964 -0.03 -0.13 0.04
C -1.38219 0.75668 0.25946 -0.28 0.11 0.10
C -0.12218 0.87990 -0.59836 -0.27 0.42 0.02
H 2.22546 -0.56741 1.61316 -0.05 0.25 0.03
H 0.41193 -0.65956 1.67635 0.14 -0.36 -0.04
H 2.00903 1.45355 0.14198 -0.22 -0.26 -0.24
H 2.09435 -0.47196 -0.98162 0.79 -1.83 -0.51
H -0.26278 -0.99945 -1.96686 0.11 0.19 0.15
H -1.35801 -1.44660 0.81078 0.06 0.11 -0.15
H -2.29455 -1.05422 -0.63398 0.22 0.00 0.04
H -2.23280 1.32045 -0.12313 -0.13 -0.13 0.10
H -1.20800 1.02377 1.30689 -0.15 -0.01 -0.15
H -0.07075 1.59477 -1.42133 -0.05 0.13 0.27
```
Forces are in eV/Å.